No. 1
C36H22BrIN7O4S2V | the ωB97M-V functional and the def2-TZVPD basis

Total charge: -2
Largest force on an atom: 5.19 eV/Å
2S+1: 3
E_tot: -181811.508 eV
Orbital gap (spin up / spin down): 0.1336 / 0.1468 Ha

Each line ends with the Mulliken charge.
Positions of all 74 atoms, in Å:
V 0.1573 -0.6207 0.3497  0.28
Br -1.5355 8.2896 -1.5899  -0.26
C 0.0337 7.2422 -1.7149  0.16
C -0.0069 6.0072 -2.3592  -0.57
C 1.1561 5.2378 -2.4530  -0.05
C 2.3551 5.6872 -1.8870  0.18
C 2.3818 6.9377 -1.2548  -0.36
C 1.2239 7.7143 -1.1637  -0.41
N 3.5318 4.9145 -1.9948  -0.60
N 3.9035 4.3408 -0.9356  -0.71
C 2.9650 3.4304 -0.3733  0.22
C 2.2872 3.8209 0.7733  -0.45
C 1.3304 2.9826 1.3285  -0.75
C 1.0098 1.7113 0.8047  1.01
O 0.0850 1.0335 1.3824  -0.71
C 1.7600 1.2785 -0.3431  0.41
N 1.5630 0.0479 -0.9048  0.22
C 2.2742 -0.3459 -1.9753  -0.33
C 3.2308 0.4304 -2.5793  -1.04
C 3.4587 1.6860 -2.0405  -0.58
C 2.7332 2.1449 -0.9174  0.08
H -0.9340 5.6235 -2.7763  0.39
H 1.1215 4.2643 -2.9372  0.35
H 3.3118 7.2960 -0.8217  0.40
H 1.2604 8.6742 -0.6572  0.37
H 2.4743 4.7887 1.2240  0.34
H 0.7883 3.3240 2.2112  0.37
H 2.0368 -1.3407 -2.3356  0.41
H 3.7834 0.0734 -3.4377  0.42
H 4.2168 2.3157 -2.4985  0.42
S -1.7704 -1.8622 -0.4709  -0.46
C -2.9012 -0.6196 -0.2018  0.55
C -4.1821 -0.8941 0.2592  -1.05
C -5.0719 0.1654 0.4647  0.49
C -6.3914 -0.1307 0.9399  -0.06
N -7.4656 -0.3558 1.3250  -0.64
C -4.6659 1.4888 0.2058  0.64
C -3.3721 1.7472 -0.2587  -1.35
C -2.5024 0.6825 -0.4577  0.85
S -0.9172 0.9349 -1.0227  -0.32
C -5.5546 2.5951 0.4083  -0.09
N -6.2869 3.4827 0.5775  -0.62
H -4.4740 -1.9220 0.4527  0.47
H -3.0382 2.7597 -0.4651  0.61
I 2.6299 -8.3713 -3.4855  0.03
C 2.3295 -6.6907 -2.2972  0.03
C 3.0319 -6.5539 -1.1011  -0.48
C 2.8276 -5.4233 -0.3050  -0.26
C 1.9236 -4.4194 -0.6913  0.24
C 1.2278 -4.5806 -1.9013  -0.22
C 1.4272 -5.7086 -2.7022  -0.69
C 1.7045 -3.1932 0.1757  0.14
O 2.3720 -3.1216 1.2554  -0.73
O 0.8700 -2.3303 -0.2433  0.24
H 3.7383 -7.3083 -0.7699  0.35
H 3.3734 -5.3102 0.6309  0.44
H 0.5241 -3.8093 -2.2120  0.31
H 0.8716 -5.7983 -3.6302  0.37
N -2.1064 -5.3955 2.0659  -0.26
C -2.3067 -4.6034 3.1617  0.44
O -2.8681 -5.0635 4.1500  -0.72
C -1.8391 -3.1958 3.1346  -0.20
C -2.0474 -2.3909 4.2595  -0.48
C -1.6164 -1.0656 4.2561  -0.98
C -0.9867 -0.5840 3.1209  -0.42
N -0.7667 -1.3280 2.0152  0.89
C -1.1980 -2.6155 2.0486  0.08
H -2.4434 -6.3484 2.1335  0.22
H -1.6590 -5.1226 1.2055  0.16
H -2.5451 -2.7941 5.1392  0.44
H -1.7694 -0.4271 5.1192  0.46
H -0.6325 0.4419 3.0689  0.63
H -0.9926 -3.1588 1.1340  -0.21
H 1.5590 -0.7930 1.3873  -0.06

***

No. 2
C36H23AsAuClN3O4 | the ωB97M-V functional and the def2-TZVPD basis

Energy above the lowest of the compared OMol25 structures with the same formula, charge and spin: 27.9 kcal per mole
Total charge: +1
Largest force on an atom: 0.83 eV/Å
2S+1: 1
E_tot: -127411.731 eV
Orbital gap: 0.2309 Ha

Each line ends with the Mulliken charge.
Positions of all 69 atoms, in Å:
Au -0.1468 0.2606 -0.1162  0.20
O 3.8562 -2.1129 -3.7527  -0.55
C 4.5831 -1.7461 -2.7137  0.47
O 5.7327 -2.0716 -2.5894  -0.57
C 3.9136 -0.9016 -1.6667  -0.56
C 4.5204 -0.5110 -0.4787  0.60
Cl 6.1238 -0.7657 -0.0079  -0.13
N 3.6249 0.2173 0.2406  0.25
N 2.4586 0.2998 -0.4192  -0.30
C 2.6125 -0.3671 -1.5538  0.23
C 1.4681 -0.3989 -2.5139  0.97
O 1.5669 -0.9347 -3.6024  -0.81
O 0.3758 0.2019 -2.1283  -0.59
C 3.7438 0.9210 1.4868  0.34
C 2.8644 1.9756 1.7170  0.12
C 2.9501 2.7083 2.8884  -0.11
C 3.9055 2.3970 3.8444  -0.79
C 4.7725 1.3432 3.6109  -0.82
C 4.7036 0.6036 2.4385  -0.62
H 2.9645 -1.6882 -3.7650  0.42
H 2.1403 2.2445 0.9628  0.23
H 2.2686 3.5352 3.0456  0.51
H 3.9745 2.9695 4.7589  0.44
H 5.5197 1.0802 4.3467  0.39
H 5.3815 -0.2212 2.3038  0.40
C 2.2233 5.5835 -0.2588  -0.56
C 1.1029 5.5833 0.5604  -0.77
C 0.1258 4.6115 0.4025  -0.07
C 0.2905 3.6547 -0.5934  0.30
C 1.4143 3.6403 -1.4153  -0.10
C 2.3813 4.6164 -1.2444  -0.75
As -1.0540 2.3361 -0.8607  1.71
C -2.7176 2.7699 -0.0560  -0.37
C -3.0550 2.8487 1.2850  0.10
C -4.3564 3.1989 1.6160  -0.96
C -5.2845 3.4507 0.6133  -0.86
C -4.9407 3.3534 -0.7280  -0.58
C -3.6439 3.0047 -1.0814  0.30
C -3.1408 2.8303 -2.4646  0.77
C -3.8752 3.0630 -3.6192  -0.79
C -3.2917 2.8540 -4.8609  -0.73
C -1.9784 2.4179 -4.9730  -0.90
C -1.2213 2.1830 -3.8342  -0.33
C -1.8116 2.3988 -2.6016  -0.12
H 2.9811 6.3444 -0.1291  0.42
H 0.9854 6.3424 1.3218  0.46
H -0.7531 4.6123 1.0356  0.40
H 1.5398 2.8725 -2.1695  0.35
H 3.2592 4.6210 -1.8760  0.46
H -2.3296 2.6300 2.0585  0.55
H -4.6496 3.2683 2.6544  0.47
H -6.2972 3.7197 0.8816  0.42
H -5.6870 3.5420 -1.4870  0.41
H -4.8993 3.4045 -3.5588  0.42
H -3.8734 3.0302 -5.7555  0.43
H -1.5455 2.2477 -5.9488  0.44
H -0.2102 1.8154 -3.9134  0.33
N -2.5449 -0.4995 6.7654  -0.44
C -2.1762 -0.3380 5.6904  -0.15
C -1.7198 -0.1239 4.3464  0.37
C -2.4629 -0.6164 3.2758  -0.79
C -2.0311 -0.3813 1.9808  -0.28
C -0.8383 0.3062 1.7533  0.10
C -0.1121 0.8143 2.8241  0.74
C -0.5456 0.5905 4.1216  -0.69
H -3.3772 -1.1632 3.4607  0.50
H -2.6335 -0.7381 1.1545  0.42
H 0.8054 1.3634 2.6629  0.11
H 0.0204 0.9695 4.9615  0.53

***

No. 3
C36H24BrClMoN5O2 | the ωB97M-V functional and the def2-TZVPD basis

Energy above the lowest of the compared OMol25 structures with the same formula, charge and spin: 10.3 kcal per mole
Total charge: +1
Largest force on an atom: 0.50 eV/Å
2S+1: 3
E_tot: -133682.527 eV
Orbital gap (spin up / spin down): 0.2215 / 0.2414 Ha

Each line ends with the Mulliken charge.
Positions of all 70 atoms, in Å:
Mo -0.7529 -1.0813 -0.4784  -0.14
C -2.1334 0.6974 -1.0383  -0.17
C -2.8462 -0.5319 -1.0893  -0.77
C -2.8519 -0.9538 -2.4616  -0.42
C -2.2128 0.0105 -3.2341  -1.22
C -1.7507 1.0069 -2.3742  -0.21
H -2.1089 1.3760 -0.1973  0.68
H -3.5198 -0.8600 -0.3124  0.96
H -3.2607 -1.8858 -2.8261  0.42
H -2.0146 -0.0556 -4.2915  0.53
H -1.1631 1.8662 -2.6660  0.63
Cl 5.4088 -2.5045 -4.4510  -0.20
C 3.8458 -2.1613 -3.7930  0.04
C 2.8867 -1.5128 -4.5830  -0.66
C 1.6409 -1.2354 -4.0779  -0.42
C 1.2941 -1.5718 -2.7543  -0.46
O 0.0946 -1.2559 -2.3235  -0.08
C 2.2676 -2.2296 -1.9710  0.66
C 1.9618 -2.7361 -0.6684  -0.17
N 0.9177 -2.4309 0.0213  0.72
C 0.6111 -3.1726 1.1917  -0.69
C 1.4936 -3.5826 2.1477  -0.35
C 1.0410 -4.3766 3.2256  -0.97
C -0.2656 -4.7594 3.3114  -0.86
C -1.1999 -4.3289 2.3373  0.98
C -2.5634 -4.6996 2.3312  -0.68
C -3.3802 -4.2391 1.3394  -1.10
C -2.8680 -3.3453 0.3854  -0.10
N -1.6094 -2.9541 0.3683  -0.01
C -0.7592 -3.4946 1.3006  1.01
C 3.5318 -2.5320 -2.5147  -1.02
H 3.1361 -1.2396 -5.5996  0.44
H 0.8924 -0.7463 -4.6871  0.46
H 2.6398 -3.4881 -0.2625  0.57
H 2.5365 -3.2988 2.0852  0.60
H 1.7492 -4.6912 3.9795  0.42
H -0.6070 -5.3897 4.1219  0.43
H -2.9430 -5.3557 3.1044  0.47
H -4.4212 -4.5223 1.2866  0.45
H -3.5175 -2.9409 -0.3766  0.61
H 4.2602 -3.0595 -1.9113  0.45
Br -2.3772 5.4302 -2.3402  -0.14
C -1.3279 5.3684 -0.7688  -0.06
C -0.0557 5.9158 -0.7748  -0.55
C 0.7116 5.8535 0.3781  -0.26
C 0.2244 5.2095 1.5058  0.15
C -1.0727 4.7080 1.5194  -0.14
C -1.8532 4.7898 0.3775  -0.48
N 1.0991 5.1691 2.6532  -0.36
N 1.3376 4.1136 3.2531  -0.54
C 0.7768 2.8652 2.7972  0.21
C -0.0718 2.1873 3.6256  -0.53
C -0.7217 1.0067 3.2155  -0.61
C -0.4918 0.4904 1.9635  0.28
O -1.0666 -0.6048 1.4858  -0.38
C 0.4526 1.1490 1.1284  0.36
N 0.6603 0.5794 -0.0978  0.62
C 1.5366 1.1208 -0.9185  -0.21
C 2.2852 2.2526 -0.5666  -1.45
C 2.0770 2.8508 0.6445  -0.71
C 1.1168 2.3187 1.5325  0.31
H 0.3268 6.3973 -1.6638  0.46
H 1.6982 6.2985 0.4082  0.48
H -1.4779 4.2555 2.4136  0.54
H -2.8654 4.4095 0.3790  0.48
H -0.2806 2.6006 4.6046  0.46
H -1.4162 0.5057 3.8762  0.49
H 1.6561 0.6620 -1.8898  0.58
H 3.0111 2.6398 -1.2671  0.52
H 2.6483 3.7234 0.9312  0.63

***

No. 4
C36H24N10SV | the ωB97M-V functional and the def2-TZVPD basis

Energy above the lowest of the compared OMol25 structures with the same formula, charge and spin: 0.0 kcal per mole
Largest force on an atom: 1.25 eV/Å
2S+1: 4
E_tot: -89151.016 eV
Orbital gap (spin up / spin down): 0.1989 / 0.1784 Ha

Each line ends with the Mulliken charge.
Positions of all 72 atoms, in Å:
V 0.6127 -0.4887 0.1833  0.89
C -5.8835 -0.1146 -0.5182  -0.73
C -5.8073 0.7528 0.5920  -0.67
C -4.6136 0.9751 1.2450  -0.06
C -3.4745 0.3211 0.7674  0.82
C -2.0853 0.3597 1.1656  -1.21
N -1.3932 -0.4759 0.3455  0.26
C -2.2213 -1.0819 -0.5330  -0.88
N -1.9170 -2.1125 -1.3568  -0.52
C -0.7040 -2.5620 -1.5472  -0.45
C -0.3669 -3.7903 -2.2769  0.22
C -1.1582 -4.8009 -2.8005  -0.23
C -0.5154 -5.8887 -3.3703  -0.58
C 0.8828 -5.9607 -3.4208  -0.60
C 1.6700 -4.9466 -2.8996  -0.21
C 1.0222 -3.8641 -2.3229  0.27
C 1.5340 -2.6806 -1.6235  -0.26
N 2.8297 -2.3710 -1.5327  -0.58
C 3.2987 -1.4022 -0.7600  -0.13
N 2.6077 -0.6819 0.1636  -0.14
C 3.4573 0.0673 0.9264  -0.33
N 3.1587 0.7824 1.9928  -0.56
C 1.9063 0.9829 2.4332  -0.12
N 0.7574 0.7040 1.7861  0.51
C -0.3231 1.1166 2.5397  -0.44
N -1.5970 1.0492 2.2125  -0.45
C 0.1932 1.6935 3.7809  0.23
C -0.4425 2.1625 4.9236  -0.27
C 0.3538 2.5542 5.9859  -0.61
C 1.7531 2.4745 5.9159  -0.60
C 2.3840 1.9961 4.7813  -0.19
C 1.5831 1.6074 3.7151  0.03
C 4.8166 -0.1296 0.4051  0.26
C 6.0356 0.4034 0.7882  -0.19
C 7.1538 0.0305 0.0567  -0.61
C 7.0514 -0.8548 -1.0221  -0.60
C 5.8302 -1.4038 -1.3868  -0.21
C 4.7169 -1.0271 -0.6544  0.11
N 0.4804 -1.9633 -1.1704  0.35
C -3.5567 -0.5648 -0.3180  0.58
C -4.7695 -0.7877 -0.9745  -0.01
H -6.8354 -0.2542 -1.0137  0.40
H -6.7057 1.2495 0.9354  0.41
H -4.5535 1.6289 2.1051  0.57
H -2.2366 -4.7383 -2.7565  0.53
H -1.1008 -6.7029 -3.7761  0.40
H 1.3509 -6.8285 -3.8658  0.39
H 2.7499 -4.9918 -2.9293  0.53
H -1.5214 2.2068 4.9773  0.54
H -0.1083 2.9142 6.8954  0.40
H 2.3432 2.7826 6.7685  0.40
H 3.4603 1.9108 4.7222  0.53
H 6.1045 1.0832 1.6257  0.54
H 8.1231 0.4327 0.3203  0.40
H 7.9421 -1.1130 -1.5792  0.40
H 5.7409 -2.0950 -2.2135  0.53
H -4.8227 -1.4668 -1.8149  0.53
S 0.6136 1.6243 -1.4300  -0.43
C -0.9248 2.3577 -1.5376  0.41
N -1.5374 2.8506 -0.4635  0.07
C -2.8251 3.5301 -0.4994  -0.88
C -3.6373 2.9593 -1.6466  0.07
C -2.8313 3.1183 -2.9236  -0.83
N -1.5191 2.5090 -2.7258  -0.14
H -1.0852 2.6718 0.4208  0.13
H -2.6705 4.6049 -0.6355  0.44
H -3.3204 3.3763 0.4572  0.35
H -4.5995 3.4622 -1.7309  0.47
H -3.8184 1.8998 -1.4579  -0.24
H -2.7173 4.1773 -3.1737  0.31
H -3.3153 2.6243 -3.7650  0.45
H -1.0032 2.1361 -3.5064  0.24